C7H16 | ωB97M-V with the def2-TZVPD basis set

## Properties
SMILES string ... C=C(C)[C@H](C)CC.[H][H]
Calculated total energy ... -276.2522 a.u.
Gap between HOMO and LUMO ... 10.37 eV
Relative energy (zero: lowest compared OMol25 entry of this formula, charge and spin) ... 39.03 kcal per mole
LUMO level ... 1.14 eV

Each atom is followed by the atoms it is bonded to, with distances in Å.
CARTESIAN COORDINATES (ANGSTROEM)
1 C 2.216 0.215 -0.874  C2 1.529, H8 1.097, H9 1.096, H10 1.094
2 C 1.597 0.081 0.518  C1 1.529, C3 1.536, H11 1.098, H12 1.098
3 C 0.199 -0.553 0.578  C2 1.536, C4 1.535, C5 1.520, H13 1.101
4 C -0.211 -0.814 2.034  C3 1.535, H14 1.095, H15 1.096, H16 1.095
5 C -0.939 0.243 -0.040  C3 1.520, C6 1.332, C7 1.509
6 C -0.966 1.574 -0.073  C5 1.332, H19 1.088, H20 1.087
7 C -2.106 -0.577 -0.534  C5 1.509, H21 1.093, H22 1.096, H23 1.097
8 H 2.272 -0.755 -1.384  C1 1.097
9 H 3.238 0.605 -0.800  C1 1.096
10 H 1.647 0.894 -1.515  C1 1.094
11 H 2.257 -0.546 1.132  C2 1.098
12 H 1.579 1.063 1.009  C2 1.098
13 H 0.255 -1.516 0.048  C3 1.101
14 H 0.534 -1.401 2.579  C4 1.095
15 H -0.340 0.151 2.538  C4 1.096
16 H -1.170 -1.342 2.079  C4 1.095
17 H -0.409 0.121 -2.806  H18 0.748
18 H -0.468 0.663 -2.295  H17 0.748
19 H -1.815 2.106 -0.498  C6 1.088
20 H -0.138 2.181 0.286  C6 1.087
21 H -2.746 0.004 -1.203  C7 1.093
22 H -1.760 -1.463 -1.078  C7 1.096
23 H -2.727 -0.934 0.297  C7 1.097